# 1
{"formula": "C6H6N6", "method": "ωB97M-V with the def2-TZVPD basis set", "symbols": ["N", "H", "N", "H", "N", "C", "N", "H", "H", "C", "N", "C", "C", "H", "N", "C", "H", "C"], "coordinates": [[0.69007, 0.49015, -1.36570], [-0.77388, -3.17463, -0.39759], [-2.78140, 0.26482, -2.00872], [0.73917, -1.23426, -2.42840], [-1.31300, -2.41647, -0.55341], [-2.05843, -0.49784, -1.55195], [-2.05482, 1.14678, 0.80273], [0.66697, 2.12022, -0.23665], [1.30845, 2.29881, 1.83511], [-0.97691, -1.31139, -1.14273], [1.07358, -0.82794, 1.13835], [0.27004, -0.65194, -1.70573], [1.03041, 0.42263, 1.02198], [1.73194, 1.05315, 2.83627], [1.53400, 1.34586, 1.90336], [0.29478, 1.13117, -0.17125], [1.65997, -1.30525, 1.77017], [-1.04093, 1.14612, 0.25414]], "homo_ev": -10.054, "lumo_energy_ev": -0.535, "e_above_lowest_kj_mol": 400.5, "energy_ha": -560.6501}

# 2
{"formula": "C6H6NO2", "method": "ωB97M-V with the def2-TZVPD basis set", "symbols": ["C", "C", "H", "H", "C", "H", "C", "O", "C", "N", "H", "H", "O", "C", "H"], "coordinates": [[-2.44956, 1.00483, -0.08114], [1.82126, 1.13674, 0.51918], [-1.62836, 1.65828, -0.43963], [2.45996, -2.05734, -0.65277], [-1.60295, -0.27657, -0.16746], [-2.55847, 1.46001, 0.93242], [0.43175, -1.41710, 0.16833], [0.10929, -2.45633, 0.61559], [2.39993, 0.13830, -0.15417], [-0.35133, -0.24421, 0.07502], [-3.43505, 1.04138, -0.63434], [3.46733, 0.41082, -0.52474], [1.52439, 2.05471, 1.09529], [1.85247, -1.13545, -0.34174], [-2.04066, -1.31806, -0.40984]], "homo_ev": -14.643, "lumo_energy_ev": -6.787, "e_above_lowest_kj_mol": 76.0, "charge": 1, "energy_ha": -437.1023}

# 3
{"formula": "C6H6NO3S", "method": "ωB97M-V with the def2-TZVPD basis set", "symbols": ["C", "O", "S", "H", "C", "H", "O", "C", "H", "N", "H", "O", "C", "C", "H", "C", "H"], "coordinates": [[-1.36437, -1.97654, -2.15407], [0.03573, 2.30363, 2.31233], [-1.28571, -1.86082, -0.49222], [-1.66560, 3.41963, 1.72602], [-0.81915, -0.17682, -0.66358], [-1.33269, 3.00427, 3.53995], [-1.09403, 0.44317, 0.37567], [-1.41527, 2.62992, 2.54661], [0.22033, 0.88677, -2.33408], [0.43032, 1.20581, 1.96583], [-0.08569, -0.41590, -4.94728], [-0.65005, -2.28963, -4.87395], [-0.47869, 0.10370, -2.04167], [-0.47941, -1.23973, -4.37416], [-1.93169, 1.58925, 2.64394], [-0.77669, -0.89363, -2.88722], [-1.58238, -2.88899, -2.65692]], "homo_ev": [-13.563, -11.887], "lumo_energy_ev": [-6.661, -6.659], "e_above_lowest_kj_mol": 516.8, "charge": 1, "energy_ha": -910.3691}

# 4
{"formula": "C6H6NOPS", "method": "ωB97M-V with the def2-TZVPD basis set", "symbols": ["H", "N", "C", "C", "H", "P", "C", "H", "O", "S", "C", "H", "C", "C", "H", "H"], "coordinates": [[-0.04978, -0.22384, -1.69546], [-0.85927, -0.16801, 0.41240], [-0.34055, -0.76362, 1.54161], [-1.51812, 1.38613, -0.86371], [-1.26785, 2.52375, -0.83353], [3.14480, -1.68399, -0.35202], [-0.27881, 0.47128, -0.74890], [3.36169, -0.55919, -1.10105], [-3.02794, 0.54302, 0.98466], [1.28530, 1.31697, -0.37439], [0.97191, -1.23321, 1.56808], [-1.09803, -0.97143, 2.21258], [-1.98707, 0.61849, 0.38016], [1.89233, -1.02924, 0.51883], [-2.21447, 1.28218, -1.66398], [1.49419, -1.47517, 2.56475]], "homo_ev": [-8.430, -8.433], "lumo_energy_ev": [-1.367, -1.366], "e_above_lowest_kj_mol": 283.5, "energy_ha": -1101.6112}

# 5
{"formula": "C6H6NS", "method": "ωB97M-V with the def2-TZVPD basis set", "symbols": ["C", "H", "H", "H", "H", "N", "C", "H", "S", "C", "C", "H", "C", "C"], "coordinates": [[-4.26999, -2.84501, -0.09272], [-0.85090, -0.33094, 1.98877], [-0.07791, -0.45756, -1.48118], [0.09877, 1.03889, 0.97148], [0.85276, -1.40927, -0.45311], [-3.44002, -2.14805, -0.54934], [-2.32779, -1.59554, -0.74154], [1.45648, 0.81313, -0.21485], [-2.85506, -1.56657, 2.21868], [-1.57626, -0.98486, 1.44640], [0.05287, -0.72267, -0.46460], [-0.24217, 1.38626, -0.70793], [-1.27977, -1.15317, -0.06254], [0.45276, 0.74271, -0.05213]], "homo_ev": [-15.103, -14.506], "lumo_energy_ev": [-6.914, -8.135], "e_above_lowest_kj_mol": 431.0, "charge": 1, "energy_ha": -684.6585}

# 6
{"formula": "C6H6Na", "method": "ωB97M-V with the def2-TZVPD basis set", "symbols": ["C", "C", "H", "C", "C", "H", "Na", "H", "C", "H", "C", "H", "H"], "coordinates": [[-0.03569, 0.34268, -1.37021], [-0.35084, -1.32226, 0.35313], [0.01513, 2.40178, -0.70514], [-0.08820, 1.35029, -0.40633], [-0.40335, -0.31465, 1.31699], [-0.12569, -1.78647, -1.74892], [2.63422, -0.16816, 0.31926], [0.10895, 0.60130, -2.42747], [-0.27203, 1.02162, 0.93727], [-0.54799, -0.57328, 2.37425], [-0.16701, -0.99359, -0.99047], [-0.31334, 1.81449, 1.69572], [-0.45417, -2.37376, 0.65193]], "homo_ev": -13.726, "lumo_energy_ev": -4.793, "charge": 1, "energy_ha": -394.3289}

# 7
{"formula": "C6H6O", "method": "ωB97M-V with the def2-TZVPD basis set", "symbols": ["C", "C", "C", "H", "H", "C", "H", "H", "H", "O", "C", "C", "H"], "coordinates": [[-1.94142, -2.12138, -0.67181], [1.27210, 0.45093, 0.51865], [-0.79576, 1.16553, -0.14540], [-0.26083, 2.45480, 1.47108], [2.49073, -0.75316, 1.43587], [-0.93537, 0.27463, -1.11906], [-0.54668, 0.48928, -2.11449], [0.63487, -0.41608, 0.61419], [-2.38915, -3.07614, -0.50476], [2.52174, 0.14244, 1.06792], [-0.03309, 1.60531, 0.81213], [-1.49263, -1.02188, -0.88150], [1.47549, 0.80572, -0.48281]], "homo_ev": -9.077, "lumo_energy_ev": 0.414, "e_above_lowest_kj_mol": 552.7, "energy_ha": -307.2529}

# 8
{"formula": "C6H6O", "method": "ωB97M-V with the def2-TZVPD basis set", "symbols": ["O", "C", "H", "H", "H", "H", "H", "C", "C", "H", "C", "C", "C"], "coordinates": [[-0.53375, 0.23834, -1.58787], [0.37762, -0.08708, 0.53049], [-1.13717, -1.57851, 0.74624], [1.49411, 0.24086, -1.38017], [-1.15769, -1.86178, -1.77406], [0.26475, 1.29695, 3.96459], [1.02673, 1.71066, -0.49310], [0.38123, 0.46728, 1.84880], [0.74053, 0.65827, -0.71697], [0.56241, -1.49866, -1.82081], [0.32170, 0.91092, 2.96945], [-0.37808, -1.12105, 0.13489], [-0.39624, -1.17675, -1.36380]], "homo_ev": -8.890, "lumo_energy_ev": 0.633, "e_above_lowest_kj_mol": 401.1, "energy_ha": -307.3107}

# 9
{"formula": "C6H6O", "method": "ωB97M-V with the def2-TZVPD basis set", "symbols": ["C", "H", "H", "H", "C", "H", "H", "C", "C", "H", "C", "C", "O"], "coordinates": [[-0.72064, 0.18376, -1.05242], [-0.41448, 0.42000, -2.06992], [1.45068, 1.00938, -0.31810], [-2.44670, -3.05188, -0.52780], [-1.93775, -2.12506, -0.67322], [0.59063, -0.22678, 0.87847], [2.59162, -0.95799, 1.34635], [-0.42888, 1.91023, 0.80971], [-0.81811, 1.20494, -0.13561], [-0.56594, 2.72255, 1.49647], [-1.39314, -1.05993, -0.84943], [1.44515, 0.21582, 0.40189], [2.64755, -0.24505, 0.69360]], "homo_ev": -7.466, "lumo_energy_ev": -0.002, "e_above_lowest_kj_mol": 668.7, "energy_ha": -307.2087}

# 10
{"formula": "C6H6O", "method": "ωB97M-V with the def2-TZVPD basis set", "symbols": ["C", "H", "C", "H", "O", "C", "C", "C", "H", "C", "H", "H", "H"], "coordinates": [[-0.18585, 0.34474, -2.30836], [0.05156, 1.11010, -3.05744], [1.36689, -0.92330, 0.58815], [-1.79208, 1.61006, 0.06605], [-1.96293, 0.75080, 0.47226], [2.26196, -1.62190, 0.98438], [0.31846, -0.07250, 0.16157], [-0.78537, 0.33047, 1.12708], [-1.10894, -0.07600, -1.80254], [0.27671, 0.28144, -1.10010], [3.03701, -2.25610, 1.33789], [-1.06720, -0.55955, 1.70203], [-0.41024, 1.08173, 1.82903]], "homo_ev": -8.458, "lumo_energy_ev": 0.648, "e_above_lowest_kj_mol": 501.4, "energy_ha": -307.2725}

# 11
{"formula": "C6H6O", "method": "ωB97M-V with the def2-TZVPD basis set", "symbols": ["C", "C", "H", "C", "H", "H", "C", "H", "O", "H", "C", "H", "C"], "coordinates": [[-1.46181, -1.12043, -0.13846], [-0.14299, 0.72962, -0.19017], [-1.92882, -2.12802, -0.13616], [-1.51485, 1.14837, -0.16652], [1.90413, 1.37451, -0.89326], [1.91048, -1.16464, -0.80716], [1.41401, 0.81530, -0.03084], [1.59489, -1.43754, 0.93689], [-2.27909, -0.05342, 0.07733], [-2.25215, 2.10255, 0.42814], [1.42517, -0.77389, 0.05999], [1.48263, 1.24772, 1.01613], [-0.15160, -0.74011, -0.15592]], "homo_ev": -8.484, "lumo_energy_ev": 1.038, "e_above_lowest_kj_mol": 432.4, "energy_ha": -307.2987}

# 12
{"formula": "C6H6O2", "method": "ωB97M-V with the def2-TZVPD basis set", "symbols": ["H", "H", "C", "C", "C", "C", "O", "H", "H", "C", "C", "H", "O", "H"], "coordinates": [[0.32861, 2.22353, 1.73692], [0.71941, -1.53325, -1.40914], [0.79882, -0.51964, -1.35831], [-0.37955, -0.29221, -0.42641], [-1.67599, -0.92375, -0.40025], [-0.03216, 1.35871, 1.19283], [-0.25599, -0.88714, 0.89582], [-0.23520, 1.85614, -1.00689], [1.66999, -0.24338, -0.88686], [0.08992, 0.06791, 1.85471], [-0.23730, 1.18783, -0.14378], [-1.85083, -1.96916, -0.74099], [0.42428, -0.25791, 2.95696], [0.63599, -0.06767, -2.26461]], "homo_ev": -8.562, "lumo_energy_ev": -0.179, "e_above_lowest_kj_mol": 450.6, "energy_ha": -382.5141}

# 13
{"formula": "C6H6O2", "method": "ωB97M-V with the def2-TZVPD basis set", "symbols": ["H", "H", "O", "H", "H", "O", "C", "C", "C", "C", "C", "C", "H", "H"], "coordinates": [[-0.55438, -1.94580, -0.42373], [2.32770, -1.60620, -0.10473], [-2.95268, -0.37147, 0.08685], [4.10703, -0.65317, 0.67609], [-3.13157, -1.22256, 0.82468], [0.26980, 1.05597, -0.15141], [0.65756, -0.17306, -0.29670], [3.19889, 0.04824, 0.32700], [-0.98163, 1.16719, 0.06444], [-0.48401, -0.92831, -0.16077], [-1.58875, -0.07387, 0.12176], [1.99188, -0.62400, -0.11314], [-1.51796, 2.17258, 0.02022], [3.46862, 1.28209, -0.13162]], "homo_ev": -7.939, "lumo_energy_ev": 0.409, "e_above_lowest_kj_mol": 388.7, "energy_ha": -382.5377}

# 14
{"formula": "C6H6O2", "method": "ωB97M-V with the def2-TZVPD basis set", "symbols": ["C", "C", "C", "C", "H", "H", "C", "H", "C", "O", "H", "O", "H", "H"], "coordinates": [[-1.36889, -0.78871, -0.07149], [-1.53452, 0.50291, -0.08535], [-0.21639, 1.23499, -0.08145], [0.89968, 0.63219, 0.68836], [0.31268, -2.42826, 0.45508], [0.23246, 2.24923, -0.00707], [0.86965, 0.38537, -0.82798], [1.80018, 0.93816, -1.48143], [0.10070, -1.34794, 0.20440], [0.94904, -1.03105, -1.02610], [-2.62781, 0.81095, -0.18284], [0.68234, -0.53490, 1.27134], [-2.14085, -1.70798, 0.08666], [2.04172, 1.08505, 1.05787]], "homo_ev": -8.733, "lumo_energy_ev": 0.810, "e_above_lowest_kj_mol": 472.6, "energy_ha": -382.5057}

# 15
{"formula": "C6H6O2", "method": "ωB97M-V with the def2-TZVPD basis set", "symbols": ["H", "H", "H", "C", "C", "C", "O", "H", "C", "C", "O", "H", "C", "H"], "coordinates": [[-2.77134, -0.41366, -1.38655], [0.45654, -1.63412, -0.77687], [1.69733, 1.55916, 0.08845], [-0.75827, 0.57673, -1.04979], [-1.74026, -0.54554, 0.72036], [-1.88033, -0.16388, -0.75788], [2.31233, -0.84499, -0.20025], [-2.44638, -1.13163, 1.23550], [-0.52247, -0.19056, 1.20477], [1.13734, -0.84436, -0.36889], [0.79325, 1.58276, 0.42985], [-0.07637, -0.32077, 2.25107], [0.22612, 0.34208, 0.04543], [-0.47730, 0.99213, -2.01238]], "homo_ev": -9.004, "lumo_energy_ev": 0.569, "e_above_lowest_kj_mol": 149.3, "energy_ha": -382.6289}

# 16
{"formula": "C6H6O2", "method": "ωB97M-V with the def2-TZVPD basis set", "symbols": ["H", "O", "C", "C", "H", "H", "H", "C", "C", "C", "O", "H", "C", "H"], "coordinates": [[0.56380, -0.89101, 1.49595], [-1.85236, -1.39649, -0.26007], [-0.38859, -1.11250, -0.40822], [-1.22164, -0.21215, 0.43301], [-1.61660, 2.05339, 0.15018], [1.24826, -0.12505, -1.44047], [-1.25245, -0.51800, 1.53902], [0.43923, 1.23785, -0.08566], [0.91652, -0.98979, 0.38679], [1.31252, 0.14055, -0.41163], [2.26578, -0.90151, 0.19030], [0.63260, 2.38157, -0.26813], [-0.94312, 1.16389, 0.10906], [-0.10395, -0.83075, -1.43014]], "homo_ev": -9.478, "lumo_energy_ev": 0.219, "e_above_lowest_kj_mol": 823.7, "energy_ha": -382.3720}

# 17
{"formula": "C6H6O2", "method": "ωB97M-V with the def2-TZVPD basis set", "symbols": ["H", "C", "H", "H", "C", "H", "C", "O", "C", "C", "C", "H", "O", "H"], "coordinates": [[-2.90921, -0.13174, 1.45373], [-2.03866, -0.07689, 0.98435], [3.04134, -0.35989, -0.85740], [2.28423, -0.29496, 0.68794], [-2.05958, 1.11704, 0.33329], [2.14508, -1.60890, -0.46345], [-0.79200, -0.72306, 0.59369], [-0.91642, 1.28590, -0.40374], [1.16731, 0.12736, -0.89959], [-0.20389, 0.15365, -0.23475], [2.19591, -0.65705, -0.25135], [-0.37997, -1.53357, 0.88709], [1.27305, 0.62688, -2.02898], [-2.80719, 2.07524, 0.19916]], "homo_ev": -9.227, "lumo_energy_ev": 0.610, "e_above_lowest_kj_mol": 203.1, "energy_ha": -382.6084}

no.,M (g mol⁻¹)
1,162.2
2,124.1
3,172.2
4,171.2
5,124.2
6,101.1
7,94.1
8,94.1
9,94.1
10,94.1
11,94.1
12,110.1
13,110.1
14,110.1
15,110.1
16,110.1
17,110.1